(w)
ORCA calculation (ωB97M-V/def2-TZVPD) on a molecular structure, C35H30N11O6SbSe4Ti.

## Properties
Charge = -1
LUMO energy (spin up / spin down) = 1.14 / 1.04 eV
Gap between HOMO and LUMO (spin up / spin down) = 4.0 / 3.9 eV
<S²> = 0.79
Multiplicity = 2

Each line ends with the Mulliken charge.
Positions of all 88 atoms, in Å:
N -1.122 -6.808 3.168  -0.53
C -2.649 2.814 -1.816  -1.04
H 2.194 -2.219 7.913  0.38
H 4.124 -2.361 4.917  0.30
H 0.517 3.989 3.192  0.47
H -3.520 -2.581 -2.317  0.62
H 2.750 -5.008 -1.853  0.37
O -1.152 -0.701 1.643  0.04
Se 0.268 -1.480 -2.935  -0.08
N 2.872 -2.693 -0.671  -1.24
C -0.254 -6.292 0.905  -0.06
C -0.956 -7.219 -1.189  -0.75
C -2.847 -2.012 -0.386  -0.02
C 0.771 -5.541 -1.152  0.67
H 3.009 -0.884 0.350  0.73
Se -0.047 0.527 -2.016  0.54
C 0.223 -4.652 6.626  -0.95
C 0.918 3.366 2.404  -0.95
H 2.959 3.944 2.729  0.40
C 0.788 -3.801 7.555  -0.70
Ti -0.637 -0.401 -0.031  -1.22
H -1.901 1.778 1.992  -0.10
C -4.842 -3.313 -0.785  -0.47
N 1.027 -1.511 -0.159  1.62
C -2.323 2.261 -0.476  0.70
C 1.152 0.294 3.735  -0.73
O -6.476 -3.900 2.286  -0.63
H -0.287 -3.068 -0.898  0.42
H 3.781 2.530 0.821  0.47
H -1.683 3.472 2.511  0.51
H -1.703 3.013 -2.354  -0.08
C 1.736 -4.604 -1.838  -1.17
C 2.740 2.546 1.108  -1.18
H 1.421 -4.429 -2.878  0.37
O -6.843 -4.735 0.340  -0.63
C 0.672 -5.501 0.229  0.21
N 2.604 -1.026 4.443  0.78
C 0.065 2.590 1.629  0.55
Se 0.447 3.734 -3.928  -0.77
C -0.348 -6.169 2.337  0.69
N -0.864 -6.346 4.396  -0.54
C 3.269 -1.877 5.400  -1.11
H 0.002 -6.438 -2.939  0.47
C 2.279 3.334 2.151  -0.48
C 2.258 -2.895 5.880  0.90
Sb 0.230 1.318 -4.416  0.17
N 1.772 -3.360 -1.140  1.50
H 2.060 -3.752 3.930  0.53
H -1.756 4.098 0.145  0.26
C -4.191 -2.748 1.490  -0.63
N -1.982 3.168 0.469  -0.14
O 0.441 -5.277 2.989  -0.16
C -2.197 -1.388 1.946  -0.68
C -5.057 -3.354 0.600  -0.40
O -1.790 -1.425 -0.876  0.64
H -3.167 3.766 -1.745  0.44
C 1.705 -3.759 4.950  0.10
C 2.385 -1.626 -0.117  -1.11
C -1.433 2.740 1.741  -0.82
H 3.614 -1.256 6.230  0.41
H 3.208 -1.749 2.535  0.46
O -2.328 1.051 -0.205  -0.42
C 2.580 -1.093 3.103  -0.43
H -1.590 -7.889 -1.750  0.41
C -0.052 -6.406 -1.860  -0.95
H 0.432 -3.809 8.576  0.39
C -1.071 -7.166 0.186  -0.93
H 1.306 -4.831 0.791  0.63
Se -1.940 1.487 -5.514  -0.71
H -2.434 -1.457 3.015  0.24
H -4.384 -2.823 2.549  0.58
H -1.782 -7.777 0.721  0.55
H 2.156 1.120 -0.388  0.47
C -3.737 -2.645 -1.259  -0.79
C 0.672 -4.626 5.304  -0.25
C 1.788 -2.909 7.187  -0.67
H -0.574 -5.328 6.890  0.54
N 1.680 -0.260 2.622  0.27
C 0.064 -5.438 4.284  0.72
C 1.825 1.759 0.430  -0.31
N -6.198 -4.041 1.107  1.00
H -3.221 2.104 -2.412  0.30
N 0.520 1.753 0.691  0.89
H -5.537 -3.798 -1.451  0.55
N 1.687 -0.140 4.849  -1.08
H 0.352 1.005 3.717  0.71
C -3.058 -2.041 1.041  1.37
C 0.669 -2.550 -1.004  -1.39

***

(x)
ORCA calculation (ωB97M-V/def2-TZVPD) on a molecular structure, C35H30N11O6SbSe4Ti.

## Properties
Charge = -1
LUMO energy (spin up / spin down) = 1.12 / 1.06 eV
Gap between HOMO and LUMO (spin up / spin down) = 4.6 / 4.6 eV
<S²> = 0.76
Multiplicity = 2

Each line ends with the Mulliken charge.
Positions of all 88 atoms, in Å:
C 3.002 -4.497 1.070  -1.42
C -1.019 4.995 2.100  -0.50
H -3.353 1.197 -0.245  0.13
H 0.199 0.981 3.571  0.53
C 4.404 -6.009 2.495  -0.90
C 0.116 2.268 -1.963  -0.56
O 1.360 0.752 0.729  0.00
C 4.824 -6.500 3.723  -0.58
H 0.368 -1.525 5.616  0.74
H 4.847 -6.390 1.582  0.47
N 2.873 -4.929 7.270  -0.53
C -2.327 3.408 -2.256  -0.92
O -1.194 1.615 0.945  -0.11
C -0.254 -3.374 0.771  -1.02
C 0.374 5.200 2.076  -0.75
H 3.761 -3.826 0.659  0.40
H -1.253 -1.093 10.260  0.39
H -2.617 -2.156 -3.115  0.33
C 0.025 -2.171 8.927  -1.01
H 2.299 4.386 1.680  0.59
N 2.066 -4.130 8.074  -0.51
H 2.070 -3.812 3.551  0.80
N -0.977 -0.466 2.520  0.86
Se 2.675 -1.834 -1.686  -0.65
C 0.016 -1.416 6.634  -0.14
O 0.121 7.353 2.824  -0.65
C -0.692 2.720 1.303  0.54
C -3.338 1.293 -1.332  -0.92
H -2.351 0.954 6.177  0.50
N 0.567 -4.372 0.944  -1.10
N 0.343 -2.150 0.795  1.16
H 2.430 -1.720 1.037  0.92
H -1.659 5.808 2.409  0.54
C 0.476 -2.288 7.614  0.02
N -2.348 -0.888 4.240  -0.97
C -1.201 4.143 -2.601  -0.61
H 4.573 -6.398 5.862  0.51
C -2.738 -1.062 -1.289  0.88
N -0.958 1.577 -1.589  1.24
C 2.851 -4.558 3.593  -0.12
H -1.841 -2.940 -1.717  0.25
H -3.323 3.801 -2.413  0.47
C -0.890 -1.184 9.245  -0.65
H -3.301 -0.090 -2.942  -0.26
N -1.419 0.029 4.584  0.98
C -2.050 -1.152 2.989  -0.95
H 5.593 -7.260 3.764  0.38
H 1.060 1.736 -1.900  0.60
C -0.610 0.268 3.548  -0.83
N 1.770 -3.754 1.088  1.13
Ti -0.415 -0.199 0.240  0.10
O 2.121 6.642 2.460  -0.64
H -2.617 -1.837 2.382  0.64
C 1.442 -3.332 7.280  0.57
N 0.913 6.490 2.484  1.02
C 1.629 -2.432 0.963  -1.47
H -2.605 3.617 1.724  0.52
C -1.362 0.575 5.922  -1.21
C -1.537 3.790 1.730  -0.96
H -1.301 5.136 -3.019  0.45
C 2.673 -4.545 6.057  0.62
C 3.272 -5.050 4.824  -0.08
C -2.693 -2.353 -2.044  -1.16
H -4.265 1.760 -1.662  0.39
H 0.943 4.070 -2.768  0.68
O -2.319 -0.985 -0.090  -0.45
H -3.622 -2.897 -1.852  0.35
C 4.262 -6.025 4.896  -1.04
H 2.881 -5.311 0.356  0.48
O 1.774 -3.530 5.982  -0.23
C 0.042 3.563 -2.455  -1.42
Se 0.815 2.156 -5.661  -0.64
Se 0.542 -0.964 -2.051  -0.13
H 2.721 2.179 0.986  0.33
C 3.417 -5.032 2.420  0.91
H 0.394 -2.859 9.675  0.51
C 0.725 2.958 1.310  1.33
H -0.680 1.426 5.882  0.23
H -1.311 -3.505 0.614  0.63
C -0.898 -0.423 6.957  0.93
N -3.265 -0.032 -1.907  0.24
H -2.079 0.447 8.518  0.41
C 1.654 1.915 0.984  -1.03
Sb -0.170 0.006 -5.266  0.49
C -2.160 2.135 -1.747  0.66
C 1.232 4.205 1.689  -0.22
Se -2.601 0.330 -5.099  -0.69
C -1.354 -0.317 8.264  -0.83

***

(x) is the most stable structure; the next one sits 4.701 eV above it.

***

(w)
ORCA calculation (ωB97M-V/def2-TZVPD) on 3 unconnected molecules or ions with the total composition C4H14NO3.

## Properties
Charge = +1
LUMO energy = -3.08 eV
Gap between HOMO and LUMO = 11.1 eV

Each line ends with the Mulliken charge.
Positions of all 22 atoms, in Å:
H -1.110 0.019 -2.965  0.29
H 3.226 1.860 0.075  0.31
H -0.086 -2.155 2.583  0.37
H -1.244 1.638 -0.670  0.30
C -0.585 1.665 0.200  -0.80
H -1.209 -0.081 1.805  0.34
H 0.333 -0.404 -3.083  0.29
O -0.306 -0.038 -2.451  -0.58
H -1.788 -2.602 0.414  0.38
H -1.162 1.962 1.052  0.37
N -0.040 0.208 0.165  -0.20
H 0.311 2.257 0.071  0.33
C -0.695 -0.764 1.111  0.40
O 2.559 1.650 -0.588  -0.62
O -2.350 -0.970 -0.620  -0.40
H 2.733 2.180 -1.378  0.30
C 0.377 -1.672 1.725  -1.39
H 1.292 -1.136 1.918  0.39
C -1.712 -1.510 0.230  -0.14
H 0.628 -2.406 0.946  0.39
H -0.141 -0.058 -0.868  0.34
H 0.970 0.356 0.327  0.34

***

(x)
ORCA calculation (ωB97M-V/def2-TZVPD) on 3 unconnected molecules or ions with the total composition C4H14NO3.

## Properties
Charge = +1
LUMO energy = -2.95 eV
Gap between HOMO and LUMO = 10.6 eV

Each line ends with the Mulliken charge.
Positions of all 22 atoms, in Å:
H 1.545 0.100 0.274  0.26
H 0.995 1.246 -1.688  0.32
H 1.988 -0.494 1.808  0.46
H 1.153 -2.240 1.280  0.38
H -2.395 -0.467 -2.415  0.39
H -0.836 2.351 2.839  0.30
C -1.378 -0.285 -0.299  -0.33
H -1.031 -2.420 -0.183  0.40
O -0.735 0.430 -2.542  -0.48
C -0.433 -1.495 -0.184  -0.68
H 2.161 0.513 -2.120  0.33
O -0.011 1.819 2.827  -0.65
O 1.774 0.821 -1.291  -0.70
H 0.358 -1.461 -0.944  0.39
H -1.114 0.613 0.264  0.22
N 1.211 -0.233 1.205  -0.04
C 0.362 -1.503 1.139  -0.61
H 0.312 1.988 3.722  0.30
H 0.764 0.526 1.745  0.20
C -1.521 -0.122 -1.804  -0.16
H -2.295 -0.575 0.221  0.42
H -0.428 -1.553 1.892  0.29

***

(x) is the most stable structure; the next one sits 0.126 eV above it.